1.
{
  "formula": "C5H4FNS",
  "method": "the ωB97M-V functional and the def2-TZVPD basis",
  "charge": 0,
  "homo_lumo_gap_ev": 9.19,
  "smiles": "Fc1ccnc(S)c1",
  "elements": ["S", "F", "N", "C", "C", "C", "C", "C", "H", "H", "H", "H"],
  "xyz": [[-2.81988, -0.50281, -0.14647], [2.08688, -1.56736, -0.25440], [-0.89926, 1.25222, -0.18369], [-0.18575, -1.02727, 0.03369], [1.41873, 0.77361, -0.06947], [-1.14167, -0.06235, -0.13371], [0.39069, 1.71765, 0.02467], [1.04858, -0.67364, 0.07838], [0.58383, 2.83721, -0.13348], [2.58588, 1.01101, -0.01696], [-2.43862, -1.77477, 0.65994], [-0.62942, -1.98351, 0.14150]],
  "forces_ev_per_a": [[0.18, -3.08, 1.74], [-1.54, 1.09, 1.42], [0.62, 0.23, 0.80], [-3.36, -2.03, 0.49], [1.83, -1.45, 2.04], [-0.09, 3.67, 0.57], [-0.05, -1.13, -2.57], [6.47, 3.56, -2.84], [-0.45, -1.85, 0.65], [-2.89, -0.40, -0.26], [-1.43, 2.61, -1.81], [0.71, -1.22, -0.23]]
}

=====

2.
{
  "formula": "C4H12O2SSi",
  "method": "the ωB97M-V functional and the def2-TZVPD basis",
  "charge": 0,
  "homo_lumo_gap_ev": 9.60,
  "elements": ["S", "Si", "O", "O", "C", "C", "C", "C", "H", "H", "H", "H", "H", "H", "H", "H", "H", "H", "H", "H"],
  "xyz": [[3.57312, 0.30433, 1.04869], [-0.71819, -0.18528, -0.42511], [4.19985, 1.32224, 0.25807], [0.65814, 0.38931, 0.21046], [-1.44053, -1.61262, 0.61517], [-0.18456, -0.95070, -2.01826], [-2.02877, 1.16969, -0.61798], [2.80929, 1.01922, 2.26122], [-0.60015, -1.95951, -1.94151], [0.92872, -1.07467, -2.14023], [-0.49780, -0.53171, -3.06098], [-1.45119, -1.54524, 1.77462], [2.58197, 1.99829, 2.46834], [-2.51305, -1.59598, 0.28131], [-1.52915, 2.06880, -0.33806], [2.15881, 0.34745, 2.74541], [-2.93178, 0.93312, 0.09905], [0.72169, 1.20752, 0.12733], [-2.62291, 1.24035, -1.55524], [-1.11352, -2.54461, 0.20770]],
  "forces_ev_per_a": [[-1.08, 0.51, 2.00], [-1.51, -1.16, -0.50], [1.62, 1.01, -2.13], [-0.62, -10.31, 1.83], [-1.31, 1.39, 0.86], [0.43, -0.17, -2.63], [-2.35, -1.75, 0.90], [-0.07, -2.91, -0.62], [0.08, -0.16, -0.48], [-1.00, 0.14, 0.53], [0.18, -0.51, 2.02], [0.25, -0.21, -2.10], [0.24, 2.44, 0.01], [0.58, 0.06, 0.47], [-0.19, 1.13, 0.07], [-0.49, -1.02, 0.90], [1.98, 0.66, -0.72], [1.50, 11.54, -0.89], [1.11, 0.11, 0.17], [0.66, -0.80, 0.32]]
}

=====

3.
{
  "formula": "FH5N3P",
  "method": "the ωB97M-V functional and the def2-TZVPD basis",
  "charge": 0,
  "homo_lumo_gap_ev": 9.87,
  "smiles": "[H]/N=P(\\N)=N/[H].F",
  "elements": ["P", "F", "N", "N", "N", "H", "H", "H", "H", "H"],
  "xyz": [[1.01108, -0.67363, 0.03498], [-3.18802, 1.31267, -0.06615], [0.43817, -2.02787, -0.26685], [-0.01125, 0.52568, -0.05245], [2.44706, -0.25479, 0.36968], [0.38395, 1.45274, -0.39835], [-0.99058, 0.48487, -0.39698], [1.01607, -2.88376, -0.10979], [-3.73323, 1.36261, 0.66787], [2.62675, 0.70150, 0.21805]],
  "forces_ev_per_a": [[2.44, -0.55, 0.09], [0.37, -0.02, -0.48], [-0.33, -2.37, 0.25], [-2.38, 3.93, -1.79], [-0.01, -1.28, -0.05], [-0.52, -1.81, 1.03], [1.02, -0.55, 0.55], [-0.72, 1.31, -0.23], [-0.31, 0.01, 0.45], [0.44, 1.34, 0.18]]
}

=====

4.
{
  "formula": "C37H63BN3O6Si",
  "method": "the ωB97M-V functional and the def2-TZVPD basis",
  "charge": 1,
  "homo_lumo_gap_ev": 8.30,
  "elements": ["Si", "O", "O", "O", "O", "O", "O", "N", "N", "N", "C", "C", "C", "C", "C", "C", "C", "C", "C", "C", "C", "C", "C", "C", "C", "C", "C", "C", "C", "C", "C", "C", "C", "C", "C", "C", "C", "C", "C", "C", "C", "C", "C", "C", "C", "C", "C", "B", "H", "H", "H", "H", "H", "H", "H", "H", "H", "H", "H", "H", "H", "H", "H", "H", "H", "H", "H", "H", "H", "H", "H", "H", "H", "H", "H", "H", "H", "H", "H", "H", "H", "H", "H", "H", "H", "H", "H", "H", "H", "H", "H", "H", "H", "H", "H", "H", "H", "H", "H", "H", "H", "H", "H", "H", "H", "H", "H", "H", "H", "H", "H"],
  "xyz": [[-1.15910, -2.99771, 0.36882], [1.92628, 4.33773, 0.87532], [0.15310, 4.54061, -3.62250], [-0.90134, -3.72727, 5.13031], [1.56359, 3.56792, -1.91812], [2.39685, -5.75095, -0.55599], [5.85042, 2.03000, -1.95431], [-1.84810, 0.10357, 0.72475], [-0.45955, -1.43681, -0.30513], [-0.02231, 0.78145, -0.74052], [-2.47075, 1.43608, 0.47225], [-0.37063, -3.39744, 2.00297], [5.65696, 2.66936, -4.22061], [-4.33702, 2.54541, 1.70675], [-4.62810, 4.05966, -3.07034], [2.60978, 5.21533, 1.78531], [-3.83487, 1.88155, -3.63560], [-0.78865, -0.19735, -0.10228], [-3.06669, 3.01334, -1.44881], [-6.50905, 1.53954, 1.92620], [-4.56494, 1.92425, -4.81375], [-0.40797, 2.20963, -2.73898], [-4.76744, 0.40382, 0.71943], [-5.31853, 3.03846, -5.12939], [-0.80349, 1.94228, -1.27522], [-5.35319, 4.10741, -4.24200], [-3.85161, 2.94868, -2.74601], [0.75071, -4.55142, 6.60688], [3.79438, -5.52289, -0.33696], [2.22356, -6.76024, -1.55924], [-2.29754, 1.75964, -1.02360], [3.58878, -6.96174, -2.20150], [3.27116, 2.99744, 2.27800], [4.46071, 2.16074, -2.24763], [4.52680, -6.66019, -1.03426], [-0.63858, -4.26216, -0.88467], [-3.00910, -3.01763, 0.47746], [4.36339, 3.03236, -3.49251], [-3.89054, 1.45419, 0.97181], [-6.06842, 0.44708, 1.19471], [-5.64198, 2.59528, 2.17376], [-0.30244, -4.94748, 5.58139], [6.62785, 2.50140, -3.05862], [0.13285, -3.29132, 7.21051], [3.04239, 4.34722, 2.95828], [-0.51457, -2.65293, 5.98932], [2.15058, 2.98006, 1.24870], [0.47698, 3.51491, -2.78287], [4.59603, -7.52680, -0.37426], [-1.05420, -4.06679, 2.52626], [-3.66905, 3.37197, 1.92146], [3.47243, 5.64771, 1.27111], [1.22205, 2.57695, 1.68434], [4.04457, 1.16157, -2.43089], [-1.26084, 2.32152, -3.40320], [5.53404, -6.38425, -1.34030], [3.74194, -6.23741, -3.00414], [0.22727, 1.38667, -3.07122], [-1.39682, -2.06003, 6.23362], [7.42272, 1.78438, -3.26371], [5.98465, 3.42179, -4.93566], [-1.07822, -5.57474, 6.03108], [3.95169, 2.59417, -1.38711], [4.06590, -4.55354, -0.76919], [1.87116, -7.67720, -1.07705], [-0.90395, -3.91529, -1.88736], [0.49858, 5.39901, -3.35648], [0.35560, -1.53021, -0.90249], [-4.54539, 1.08388, -5.49392], [0.19887, -2.01202, 5.45558], [4.37014, 4.08758, -3.21207], [2.23665, 4.26915, 3.69114], [2.40077, 2.40637, 0.35278], [-5.93603, 4.98887, -4.47198], [0.94317, -5.33729, 7.33451], [-3.46701, -3.13200, -0.50542], [3.71228, -7.95998, -2.61664], [-5.87669, 3.08818, -6.05345], [3.98214, -5.48785, 0.73653], [-1.17897, -5.18967, -0.70110], [3.92396, 4.73673, 3.46255], [-3.24707, 0.99492, -3.44220], [0.43785, -4.42409, -0.85710], [-4.43957, -0.44987, 0.14251], [-0.19875, -2.53705, 2.64675], [3.22994, 2.14950, 2.95951], [-0.51873, 2.80909, -0.67119], [3.46233, 2.84139, -4.07240], [0.11370, -5.47567, 4.72203], [-7.52079, 1.57735, 2.30578], [-1.91465, 2.18954, 1.04435], [1.93515, 6.02165, 2.07068], [1.69251, -4.30820, 6.11033], [-3.23762, -3.92992, 1.03538], [-3.45953, -2.19186, 1.01987], [-4.65756, 4.89861, -2.38556], [1.46262, -6.42826, -2.26709], [0.55338, -3.95121, 1.83656], [-6.73817, -0.38017, 1.00362], [-2.66660, 0.88204, -1.56597], [0.66776, 1.13655, -0.08304], [7.08653, 3.45701, -2.78445], [-1.59016, 0.01644, 1.70315], [-3.75618, 3.33057, -0.66979], [1.50806, 4.35318, -1.35331], [5.53565, 1.72350, -4.75277], [4.24043, 2.98546, 1.77673], [-2.34467, 3.82954, -1.56081], [-0.62868, -3.55996, 7.94471], [-5.99256, 3.44396, 2.74486], [0.85532, -2.63633, 7.69405]],
  "forces_ev_per_a": [[-0.10, -0.99, 0.14], [-0.15, 0.04, -0.15], [-0.51, 0.05, 0.44], [0.00, 0.02, 0.03], [-0.80, 0.27, 0.23], [0.00, 0.07, -0.01], [0.00, -0.01, 0.04], [0.04, 0.64, -0.44], [0.02, -0.09, 0.45], [-0.57, 0.17, -0.16], [0.27, 0.18, 0.11], [-0.15, 0.21, -0.28], [-0.04, -0.06, 0.01], [-0.10, 0.09, 0.10], [0.07, -0.04, 0.14], [0.11, 0.02, 0.03], [0.06, -0.03, 0.16], [0.32, -0.03, 0.16], [0.17, 0.04, -0.35], [0.09, 0.13, 0.00], [-0.12, 0.03, -0.20], [0.36, 0.22, -0.12], [0.01, 0.09, -0.10], [-0.07, 0.13, 0.06], [0.01, 0.11, -0.05], [-0.03, 0.07, -0.18], [-0.03, -0.08, -0.01], [0.03, 0.06, -0.04], [0.02, 0.03, -0.03], [0.00, -0.06, 0.03], [-0.12, -0.23, 0.25], [0.02, 0.08, -0.01], [0.06, 0.05, -0.01], [0.02, -0.07, -0.04], [-0.04, -0.06, 0.03], [0.00, 0.70, -0.28], [0.04, 0.15, 0.01], [0.08, 0.03, 0.02], [-0.02, -0.21, 0.15], [-0.04, -0.05, 0.03], [-0.15, -0.13, 0.02], [-0.04, -0.03, 0.05], [-0.01, 0.07, -0.01], [-0.03, -0.05, 0.02], [-0.08, -0.05, 0.00], [0.03, 0.00, -0.01], [-0.04, -0.06, 0.03], [0.34, -0.10, -0.16], [0.00, 0.00, 0.01], [0.00, 0.06, 0.14], [0.07, -0.03, -0.02], [0.01, 0.00, 0.01], [0.02, 0.00, 0.03], [-0.05, 0.03, -0.01], [-0.08, -0.21, -0.01], [0.00, 0.01, -0.02], [-0.01, 0.00, 0.00], [-0.20, -0.16, -0.13], [-0.02, -0.01, -0.02], [0.00, -0.02, 0.03], [-0.01, 0.02, 0.01], [0.02, -0.02, 0.01], [0.02, 0.02, 0.01], [0.03, -0.01, 0.00], [0.00, -0.01, -0.02], [-0.05, -0.12, -0.06], [0.34, -0.03, -0.30], [0.02, 0.06, -0.05], [0.06, -0.05, 0.00], [0.01, 0.01, 0.03], [-0.02, 0.00, 0.00], [0.00, 0.01, 0.00], [0.02, 0.06, -0.03], [-0.04, 0.00, -0.02], [-0.01, 0.00, 0.02], [-0.05, 0.18, -0.02], [0.01, -0.01, 0.02], [-0.02, -0.06, -0.03], [-0.03, 0.00, 0.01], [0.13, -0.12, 0.04], [0.02, -0.01, -0.01], [0.03, -0.02, 0.06], [0.06, -0.27, 0.05], [0.05, -0.02, -0.03], [0.09, -0.06, 0.15], [-0.01, 0.01, 0.02], [0.03, -0.02, 0.09], [0.00, -0.01, -0.02], [-0.01, 0.02, -0.02], [-0.02, -0.04, -0.02], [-0.01, 0.10, -0.06], [-0.04, -0.02, -0.03], [0.00, -0.01, 0.00], [0.02, -0.04, 0.01], [-0.05, 0.05, -0.02], [-0.01, 0.05, 0.02], [-0.02, 0.02, 0.02], [0.15, 0.16, 0.05], [-0.02, -0.01, -0.04], [-0.03, 0.00, -0.06], [0.22, -0.21, -0.11], [0.01, 0.00, -0.03], [-0.28, -0.58, 0.04], [-0.01, -0.06, 0.09], [0.65, -0.05, 0.14], [0.01, 0.00, 0.00], [0.00, -0.01, -0.02], [-0.02, 0.06, 0.07], [-0.01, 0.01, 0.00], [0.08, 0.06, 0.00], [0.02, 0.00, -0.01]]
}

=====

5.
{
  "formula": "CCl2N2O2",
  "method": "the ωB97M-V functional and the def2-TZVPD basis",
  "charge": 0,
  "homo_lumo_gap_ev": 8.32,
  "elements": ["Cl", "Cl", "O", "O", "N", "N", "C"],
  "xyz": [[-2.91409, -1.17047, 0.19326], [-2.11359, 1.44496, -0.19103], [2.08120, -0.56755, -0.83713], [2.15662, 1.03511, 0.86245], [0.88711, -0.70895, 0.07113], [1.66859, 0.14352, 0.33909], [-1.76584, -0.17662, -0.43777]],
  "forces_ev_per_a": [[-1.11, -0.78, 0.70], [-0.30, 0.82, 0.29], [1.19, -0.35, -1.47], [0.85, 2.57, 2.09], [-2.09, -1.35, 1.16], [0.42, -0.98, -1.63], [1.03, 0.05, -1.14]]
}

=====

6.
{
  "formula": "CH4NOS",
  "method": "the ωB97M-V functional and the def2-TZVPD basis",
  "charge": -1,
  "homo_lumo_gap_ev": 7.10,
  "elements": ["S", "O", "N", "C", "H", "H", "H", "H"],
  "xyz": [[0.78214, -2.21002, -0.58066], [-1.53928, 2.40603, 0.18893], [0.27414, 0.94680, 0.24002], [-0.69697, 1.71681, 0.78348], [0.95475, 1.22008, -0.46559], [1.68369, -3.26448, -0.19694], [0.43137, -0.05514, 0.31491], [-1.00702, 1.28329, 1.74572]],
  "forces_ev_per_a": [[1.14, -1.36, 0.45], [2.05, 0.77, 0.77], [2.07, 1.06, -0.95], [-2.99, -2.49, -1.40], [-1.02, 0.64, -0.24], [-1.19, 1.53, -0.43], [-0.32, -0.63, 1.25], [0.26, 0.48, 0.54]]
}

=====

Number 1: strongest force on any atom 7.9 eV/A, highest occupied orbital energy -8.98 eV, M 129.16 g mol⁻¹. Number 2: strongest force on any atom 11.7 eV/A, highest occupied orbital energy -9.47 eV, M 152.29 g mol⁻¹. Number 3: strongest force on any atom 4.9 eV/A, highest occupied orbital energy -9.33 eV, M 97.03 g mol⁻¹. Number 4: strongest force on any atom 1.0 eV/A, highest occupied orbital energy -11.03 eV, M 684.82 g mol⁻¹. Number 5: strongest force on any atom 3.4 eV/A, highest occupied orbital energy -9.31 eV, M 142.93 g mol⁻¹. Number 6: strongest force on any atom 4.1 eV/A, highest occupied orbital energy -3.10 eV, M 78.12 g mol⁻¹.